C6H6O2 in the gas phase at a distorted geometry, computed with ωB97M-V/def2-TZVPD.

Last column: Löwdin charge in e.
Positions of all 14 atoms, in Å:
C  1.01760  1.22032  -0.04617  0.00
C  -0.18059  0.73890  -0.03987  -0.27
O  -1.45991  1.19247  0.09562  0.02
C  -2.30128  -0.00035  -0.03200  -0.17
O  -1.56231  -1.18741  0.04258  0.02
C  -0.20984  -0.74365  0.04581  -0.18
C  1.02690  -1.18903  -0.01959  -0.03
C  1.93833  0.01225  0.06465  -0.16
H  1.29001  2.23188  -0.06190  0.10
H  -2.89267  0.14035  -1.03068  0.16
H  -3.04446  0.05456  0.81768  0.14
H  1.38066  -2.19686  -0.21961  0.12
H  2.72336  -0.06935  -0.71110  0.12
H  2.27420  -0.20410  1.09457  0.13

Forces on the atoms, in the same order (eV/Å):
2.08 -0.44 0.13
-3.30 -2.25 1.15
0.10 -0.78 -0.42
-2.51 1.77 -0.46
2.25 0.74 -0.04
-1.64 1.23 -0.84
-0.11 -1.28 -0.75
-0.11 -0.66 -0.41
0.53 1.08 0.06
1.20 -0.67 1.53
0.80 -0.20 -0.86
-0.05 0.19 0.47
-0.08 0.29 0.71
0.83 0.99 -0.28

Maximum force = 4.2 eV/A
Net charge = 0
Highest occupied orbital energy = -8.7 eV
Orbital gap = 0.356 Ha
Energy above the lowest of the compared OMol25 structures with the same formula, charge and spin = 41.0 kcal/mol